Here is an isolated molecule of C3H4N2S from the Open Molecules 2025 dataset. Energies are from ωB97M-V with the def2-TZVPD basis set.

Positions of all 10 atoms, in Å:
S  -1.28  -3.01  -1.21
N  -2.24  -3.90  -0.58
N  -0.33  -2.13  -0.07
C  -0.72  -1.39  1.15
C  0.35  0.46  -0.50
C  -0.18  -0.71  0.19
H  -1.21  -1.58  2.06
H  0.14  0.38  -1.57
H  1.44  0.50  -0.37
H  -0.09  1.37  -0.11

## Properties
M: 100.15 u
largest force on an atom: 0.029 hartree/bohr
charge: 0
highest occupied orbital energy (spin up / spin down): -7.79 / -7.79 eV
ΔE to the lowest compared entry with this formula, charge and spin: 132.6 kcal/mol